{"formula": "C39H60N3O6PSiTi", "method": "wB97M-V/def2-TZVPD", "species": ["Ti", "C", "Si", "C", "N", "C", "C", "C", "C", "C", "C", "C", "C", "C", "C", "C", "C", "C", "C", "C", "C", "C", "H", "H", "H", "H", "H", "H", "H", "H", "H", "H", "H", "H", "H", "H", "H", "H", "H", "H", "H", "H", "H", "H", "H", "H", "N", "C", "C", "C", "O", "O", "H", "H", "H", "H", "H", "H", "C", "O", "P", "O", "C", "O", "C", "H", "H", "H", "H", "H", "H", "H", "H", "H", "C", "C", "C", "C", "C", "C", "C", "C", "N", "C", "C", "C", "C", "H", "H", "H", "H", "H", "H", "H", "H", "H", "H", "H", "H", "H", "H", "H", "H", "H", "H", "C", "C", "O", "H", "H", "H"], "coordinates": [[-0.53331, -1.10587, -0.19024], [0.16113, -0.64409, 1.98450], [0.89196, 0.94435, 2.49452], [0.80159, 2.31903, 1.20096], [1.42441, 2.06095, -0.10090], [2.83125, 2.45961, -0.21736], [3.03967, 3.83189, -0.88874], [1.87411, 4.77188, -0.60789], [0.57205, 4.16311, -1.14985], [0.66363, 2.62971, -1.20737], [-0.11943, 1.72428, 3.90191], [-1.45125, 2.06857, 3.64208], [-2.27801, 2.60333, 4.61814], [-1.78492, 2.80878, 5.90081], [-0.46978, 2.47918, 6.18496], [0.35080, 1.94791, 5.19493], [2.64089, 0.77510, 3.20888], [3.12419, -0.45832, 3.65395], [4.37349, -0.57630, 4.25398], [5.16873, 0.54505, 4.43119], [4.70369, 1.78613, 4.01843], [3.45577, 1.89064, 3.42069], [-0.77238, -0.73260, 2.56123], [0.77884, -1.47748, 2.33617], [1.07328, 3.29513, 1.63622], [-0.27649, 2.38348, 1.01853], [3.37924, 1.69806, -0.77422], [3.26358, 2.47431, 0.78278], [3.13910, 3.70464, -1.97184], [3.98565, 4.25939, -0.54617], [2.05372, 5.75645, -1.04700], [1.79628, 4.92852, 0.47100], [0.36483, 4.54178, -2.15595], [-0.27437, 4.46677, -0.52964], [1.15616, 2.31150, -2.13114], [-0.33137, 2.18323, -1.23087], [-1.85759, 1.91871, 2.64877], [-3.30343, 2.85848, 4.37921], [-2.42349, 3.22315, 6.67096], [-0.07712, 2.63498, 7.18251], [1.37664, 1.70016, 5.44514], [2.51817, -1.34567, 3.52408], [4.72514, -1.54811, 4.57911], [6.14678, 0.45614, 4.88803], [5.31276, 2.67105, 4.15846], [3.10718, 2.87082, 3.11447], [3.36251, -0.99695, 0.03145], [3.60636, -2.40649, -0.22168], [2.87291, -3.38634, 0.67516], [1.36651, -3.49546, 0.55400], [0.79839, -4.45359, 1.05949], [0.75997, -2.55725, -0.10001], [2.35497, -0.79755, -0.01789], [3.64571, -0.75761, 0.97696], [4.68005, -2.58927, -0.10220], [3.38422, -2.62070, -1.27071], [3.08730, -3.17009, 1.72976], [3.23958, -4.40344, 0.50122], [-4.14924, -3.06542, 2.39540], [-3.89843, -2.96395, 1.00073], [-2.40153, -3.47454, 0.54655], [-2.78279, -5.06571, 0.51216], [-1.75402, -5.97339, 0.11613], [-2.47220, -3.11838, -1.03513], [-3.59974, -3.43967, -1.84802], [-4.99014, -2.41479, 2.63408], [-3.27922, -2.74246, 2.97596], [-4.39705, -4.09309, 2.66831], [-2.17536, -6.97396, 0.20182], [-0.87102, -5.86777, 0.74267], [-1.46944, -5.79120, -0.92226], [-3.28598, -3.29047, -2.88061], [-4.43480, -2.77443, -1.62053], [-3.90915, -4.47413, -1.68933], [-4.78538, 1.07488, -2.83353], [-3.30981, 1.11359, -3.13291], [-2.73963, 2.19173, -3.80310], [-1.36988, 2.20737, -4.04991], [-0.72511, 3.37006, -4.75938], [-0.58243, 1.15279, -3.61284], [-1.11226, 0.05130, -2.92389], [-2.49868, 0.06603, -2.72720], [-0.35296, -0.99167, -2.37701], [0.53189, -1.68286, -3.34348], [1.95213, -1.09191, -3.39288], [0.64463, -3.16440, -2.94541], [-0.06885, -1.68391, -4.76055], [-5.30902, 1.90736, -3.30555], [-4.97157, 1.13366, -1.75847], [-5.24011, 0.14759, -3.18862], [-3.36082, 3.01912, -4.12876], [-1.44803, 4.16132, -4.96214], [-0.28793, 3.06249, -5.71246], [0.08124, 3.79936, -4.16034], [0.48726, 1.20852, -3.76675], [-2.94735, -0.78312, -2.21921], [2.28319, -0.81283, -2.39013], [2.00869, -0.20716, -4.02878], [2.66617, -1.81983, -3.79006], [1.34896, -3.32073, -2.13431], [0.98667, -3.74474, -3.80632], [-0.32470, -3.54384, -2.61919], [-0.15769, -0.69062, -5.19665], [-1.06536, -2.13153, -4.74393], [0.56522, -2.28382, -5.41794], [-3.44927, 0.16101, 1.19093], [-2.18895, -0.23218, 0.50919], [-1.53788, 0.59554, -0.16108], [-4.25511, -0.41643, 0.73079], [-3.65079, 1.23362, 1.11565], [-3.40656, -0.15548, 2.23530]], "forces_ev_per_angstrom": [[1.357, -0.754, -0.426], [-0.201, -0.199, -0.183], [0.106, 0.041, 0.056], [0.018, 0.082, -0.161], [-0.002, 0.014, -0.021], [-0.013, -0.008, 0.142], [0.091, -0.010, -0.027], [0.015, 0.015, 0.026], [-0.035, 0.037, -0.050], [-0.058, -0.090, 0.030], [-0.089, 0.070, 0.015], [-0.010, 0.034, 0.026], [0.059, -0.014, 0.037], [-0.068, 0.009, -0.022], [0.058, -0.006, -0.003], [-0.002, 0.001, 0.073], [0.041, -0.049, 0.085], [0.105, 0.080, -0.036], [-0.043, -0.039, -0.029], [0.048, 0.029, 0.010], [-0.034, -0.016, -0.026], [0.007, 0.037, -0.028], [0.036, -0.036, 0.019], [0.008, -0.019, -0.132], [0.034, 0.001, 0.017], [-0.038, 0.038, 0.043], [0.015, -0.122, -0.043], [0.009, -0.008, 0.072], [-0.026, -0.012, -0.003], [-0.002, 0.013, 0.006], [0.011, -0.007, -0.012], [-0.012, 0.002, 0.008], [0.002, 0.006, 0.057], [-0.003, -0.001, 0.021], [0.036, 0.110, 0.123], [0.155, 0.111, 0.019], [-0.014, -0.028, -0.069], [-0.018, 0.009, 0.005], [-0.010, 0.008, 0.018], [0.009, 0.007, 0.020], [0.012, -0.017, -0.024], [-0.041, -0.034, 0.001], [0.005, -0.007, 0.004], [0.001, -0.014, 0.016], [0.008, 0.000, 0.005], [-0.025, 0.034, -0.028], [-0.405, 0.300, -0.002], [0.080, 0.041, -0.032], [0.148, -0.410, 0.171], [-0.407, 0.172, -0.036], [0.081, -0.032, 0.037], [0.371, -0.280, -0.016], [0.513, -0.073, 0.011], [-0.001, 0.011, -0.030], [-0.020, 0.039, -0.027], [-0.081, 0.039, 0.027], [-0.012, 0.034, -0.065], [0.076, 0.037, 0.052], [-0.051, 0.042, 0.035], [0.000, -0.109, -0.050], [-0.010, 0.114, -0.121], [-0.161, -0.050, 0.171], [0.020, -0.143, 0.000], [-0.233, -0.051, 0.111], [0.076, 0.022, -0.054], [0.001, -0.010, -0.027], [0.017, -0.010, 0.021], [-0.003, -0.001, 0.011], [0.023, -0.013, -0.006], [-0.002, -0.001, -0.026], [0.042, -0.017, -0.047], [-0.032, -0.024, 0.012], [0.014, -0.019, 0.006], [0.001, 0.018, -0.021], [-0.065, 0.027, -0.023], [0.029, 0.059, -0.028], [-0.008, -0.067, 0.055], [0.032, -0.048, -0.045], [0.009, 0.035, -0.051], [-0.041, -0.038, -0.205], [-0.038, 0.044, 0.186], [-0.209, -0.100, -0.059], [-0.272, 0.317, 0.388], [0.005, -0.084, 0.114], [0.085, 0.001, 0.080], [0.049, -0.068, -0.059], [0.059, -0.072, -0.036], [0.007, 0.005, -0.011], [0.022, 0.003, 0.025], [0.014, -0.015, -0.005], [-0.011, 0.032, -0.011], [-0.008, 0.001, 0.004], [-0.013, -0.013, -0.003], [-0.004, -0.029, -0.021], [-0.009, -0.057, -0.064], [0.058, 0.007, 0.004], [-0.031, -0.018, -0.033], [-0.031, 0.068, 0.008], [-0.005, -0.028, -0.072], [-0.019, 0.054, -0.012], [0.024, -0.046, -0.001], [-0.028, 0.014, -0.034], [0.018, 0.015, 0.036], [-0.030, -0.015, 0.009], [0.008, 0.000, -0.011], [-0.016, 0.056, -0.010], [-0.594, 0.022, 0.050], [-0.537, 0.981, 0.090], [-0.010, 0.031, -0.007], [0.007, -0.044, 0.009], [0.003, 0.044, 0.013]], "mulliken_charge": [0.53, -0.53, -0.33, -0.90, 1.33, -0.61, -0.90, -0.81, -0.97, -0.39, 0.43, -0.07, -0.85, -0.54, -0.72, -0.48, 0.42, -0.47, -0.54, -0.59, -0.70, -0.28, 0.54, 0.02, 0.18, 0.52, 0.11, 0.30, 0.35, 0.48, 0.55, 0.20, 0.41, 0.23, 0.28, -0.11, 0.03, 0.43, 0.36, 0.40, 0.29, 0.37, 0.40, 0.34, 0.39, 0.34, -0.20, -0.87, -0.74, 0.04, -0.71, 1.11, -0.48, 0.23, 0.53, 0.12, 0.25, 0.47, -1.00, -0.43, 0.20, -0.46, -0.56, 0.38, -1.02, 0.26, 0.38, 0.29, 0.28, 0.24, 0.24, 0.24, 0.22, 0.42, -1.64, 0.73, -1.25, 1.33, -1.63, -1.07, 0.58, -0.18, 0.85, 1.43, -1.49, -1.27, -1.80, 0.41, 0.24, 0.30, 0.25, 0.35, 0.35, 0.26, 0.20, 0.14, -0.04, 0.44, 0.41, -0.17, 0.61, -0.09, 0.37, 0.29, 0.51, -2.07, 2.93, -1.37, 0.43, 0.38, 0.35], "s_squared": 0.75, "e_tot_ha": -3618.25908, "spin_multiplicity": 2, "charge": -1, "relative_energy_kj_mol": 52.2, "e_homo_ev": [-4.06, -4.33]}